Below is a structure of composition C23H38F3HfN2SbSe2Si3Te2 at a distorted geometry, with properties calculated with the ωB97M-V functional and the def2-TZVPD basis.

Last column: Löwdin charge in e.
Geometry (Å):
Hf  -1.87657  1.48437  -1.33393  1.034
C  2.59791  -1.08409  -0.41085  -0.306
Sb  0.47077  -1.21512  -0.83942  1.456
C  0.24178  0.65724  -1.91781  -0.614
C  0.87419  1.85783  -1.31835  -0.469
C  2.23068  2.20414  -1.32070  -0.057
C  2.63087  3.41018  -0.78542  -0.043
C  1.68452  4.27958  -0.24973  -0.049
C  0.35999  3.90163  -0.28497  -0.127
N  -0.02086  2.73182  -0.79665  -0.064
Si  0.85965  0.37801  -3.70787  0.375
C  -0.42648  -0.41069  -4.81022  -0.201
C  2.35281  -0.77159  -3.84767  -0.208
C  1.41729  2.01206  -4.47282  -0.198
C  -0.24443  -1.11912  1.31397  -0.515
C  -1.34244  -0.14955  1.63188  -0.410
C  -2.28366  -0.42680  2.62835  -0.051
C  -3.03716  0.58153  3.19558  -0.033
C  -2.83380  1.88800  2.77998  -0.064
C  -1.99715  2.06999  1.69933  -0.246
N  -1.32587  1.08921  1.08524  0.003
Si  -0.72475  -2.96593  1.54185  0.413
C  -2.33783  -3.27725  0.64528  -0.165
C  -0.87111  -3.56197  3.32868  -0.177
C  0.60042  -4.08660  0.81197  -0.205
Si  1.08459  -0.54963  2.59082  0.479
C  1.73005  1.16632  2.18530  -0.157
C  2.47710  -1.78766  2.82467  -0.169
C  0.32708  -0.37016  4.30678  -0.156
H  3.09780  -0.85474  -1.34585  -0.026
H  2.93718  -2.06720  -0.08476  -0.005
H  2.87011  -0.33930  0.33280  -0.014
H  2.94422  1.51724  -1.75508  0.111
H  3.67871  3.68243  -0.78641  0.115
H  1.96400  5.23519  0.16904  0.106
H  -0.42897  4.54821  0.08045  0.085
H  -0.75622  -1.37371  -4.41774  0.014
H  0.02915  -0.57926  -5.78973  0.039
H  -1.30116  0.22243  -4.95667  -0.008
H  2.18061  -1.75847  -3.41356  0.017
H  3.25766  -0.35089  -3.40462  0.018
H  2.55425  -0.91295  -4.91306  0.035
H  0.77430  2.26720  -5.31660  0.018
H  2.44081  1.91855  -4.84398  0.034
H  1.37975  2.85383  -3.78216  0.011
H  -2.37247  -1.43397  3.00124  0.082
H  -3.74625  0.35343  3.98108  0.119
H  -3.35864  2.72604  3.21462  0.112
H  -1.86244  3.05778  1.27574  0.012
H  -3.13937  -2.61020  0.96743  0.035
H  -2.66818  -4.30701  0.80058  0.040
H  -2.19719  -3.12251  -0.42675  0.012
H  -1.64330  -3.09331  3.93737  0.023
H  0.07813  -3.45954  3.85884  0.020
H  -1.09877  -4.63068  3.28490  0.037
H  0.54200  -4.12696  -0.27611  0.006
H  0.44218  -5.09942  1.19041  0.039
H  1.61180  -3.79036  1.08999  0.014
H  1.92835  1.32115  1.12722  -0.004
H  2.65405  1.36307  2.73550  0.046
H  0.99596  1.91411  2.49235  0.032
H  3.04481  -2.01758  1.92704  0.003
H  2.08908  -2.72295  3.23296  0.023
H  3.16974  -1.37627  3.56342  0.042
H  -0.32245  0.50360  4.37587  0.031
H  1.14227  -0.23417  5.02302  0.041
H  -0.24477  -1.24437  4.62218  0.021
Se  -4.51933  1.85751  -0.71670  -0.105
Te  -3.60990  4.19451  -0.58883  0.218
Te  -3.46215  4.69642  -3.23510  0.209
Se  -1.83144  2.84924  -3.66382  -0.102
F  -3.94611  -1.68558  -2.31580  0.097
C  -2.78123  -1.34835  -2.74966  -0.070
F  -2.94236  -0.05757  -3.11685  -0.130
F  -2.19182  -0.42037  -0.85749  -0.529

Atomic forces in eV per Å
Hf 0.68 0.54 0.68
C -0.11 -0.01 -0.02
Sb 0.14 -0.02 0.00
C -0.01 0.42 -0.07
C -0.10 0.02 -0.06
C 0.02 -0.03 0.04
C 0.01 -0.04 0.00
C -0.06 0.03 0.02
C 0.10 0.03 0.01
N -0.20 -0.19 -0.14
Si -0.01 -0.01 0.14
C -0.01 -0.01 0.01
C -0.02 0.03 0.06
C -0.06 0.00 0.02
C -0.06 0.17 -0.10
C 0.07 -0.22 -0.03
C -0.02 0.03 0.04
C 0.01 0.03 -0.02
C -0.01 -0.04 -0.07
C 0.00 0.05 0.20
N -0.04 0.14 -0.09
Si -0.03 0.02 0.06
C 0.02 0.01 -0.01
C 0.06 0.01 -0.03
C -0.05 0.03 -0.04
Si -0.03 -0.03 0.01
C -0.04 -0.02 -0.03
C -0.02 -0.04 -0.04
C -0.03 -0.04 -0.03
H 0.04 0.02 -0.07
H -0.01 0.03 -0.04
H 0.03 -0.02 -0.05
H 0.02 0.01 0.00
H 0.00 0.00 0.00
H 0.01 0.00 0.00
H 0.00 0.00 0.00
H 0.00 -0.01 -0.02
H 0.02 -0.01 0.00
H -0.01 0.01 0.00
H 0.03 -0.03 0.00
H 0.02 -0.01 0.00
H -0.01 -0.01 -0.01
H 0.01 -0.01 -0.02
H 0.01 0.01 0.01
H 0.01 0.02 -0.03
H -0.02 0.00 0.04
H 0.00 -0.01 0.00
H 0.01 0.00 0.02
H 0.03 0.00 0.02
H 0.01 0.00 0.00
H 0.01 -0.01 0.00
H -0.01 -0.01 0.00
H -0.02 0.01 -0.01
H -0.03 -0.02 0.01
H -0.01 -0.01 -0.01
H 0.02 -0.05 0.02
H -0.01 -0.01 0.02
H 0.03 0.01 0.02
H 0.00 0.04 -0.02
H 0.00 -0.02 0.02
H 0.00 0.00 0.01
H 0.00 0.00 0.08
H 0.03 -0.01 0.01
H 0.00 0.02 0.01
H 0.00 0.00 0.00
H 0.02 0.01 -0.01
H 0.02 0.04 0.00
Se 0.24 0.01 -0.13
Te 0.01 -0.16 -0.18
Te -0.08 0.12 0.12
Se 0.08 -0.19 -0.06
F -0.11 -0.03 0.03
C -0.11 -0.21 -0.25
F -0.16 -0.16 -0.22
F -0.30 -0.28 0.13

Calculated values
LUMO energy, eV: -0.4
F_max, hartree/bohr: 0.02148

=====

Below is a structure of composition C56H47IN6O2PtS2Sb at a distorted geometry, with properties calculated with the ωB97M-V functional and the def2-TZVPD basis.

Last column: Löwdin charge in e.
Geometry (Å):
Pt  -0.42293  0.47254  0.20651  1.596
S  1.85041  2.65533  5.27096  1.059
C  2.15619  3.55208  6.68781  -0.361
C  1.31794  4.61826  6.80545  -0.135
C  0.41065  4.71350  5.72509  -0.084
C  0.57152  3.71638  4.79877  -0.489
C  -0.18433  3.51113  3.57081  -0.157
C  0.11590  2.42370  2.72261  -0.048
N  -0.52107  2.19614  1.59381  0.030
C  -1.57064  2.97301  1.23614  -0.145
C  -1.93345  4.08954  1.99312  -0.098
C  -3.04585  4.89175  1.55420  0.030
C  -3.76532  4.54915  0.46431  0.033
C  -3.45368  3.35727  -0.28030  -0.098
C  -4.21038  2.90050  -1.36607  0.082
C  -3.89043  1.71864  -2.01942  -0.159
C  -2.77438  1.00937  -1.54037  -0.004
N  -2.05956  1.43334  -0.51009  -0.037
C  -2.36060  2.58982  0.12234  -0.137
C  -4.64757  1.19849  -3.15096  -0.497
C  -4.65275  -0.08363  -3.64059  -0.106
C  -5.51850  -0.24543  -4.74553  -0.148
C  -6.15342  0.91503  -5.07664  -0.362
S  -5.71148  2.20383  -4.05792  1.104
C  -1.20664  4.35434  3.16161  0.105
H  2.93740  3.24137  7.36284  0.087
H  1.34616  5.30904  7.63417  0.124
H  -0.33067  5.49624  5.65154  0.122
H  0.90232  1.72814  2.99074  0.083
H  -3.29945  5.77504  2.12550  0.138
H  -4.60337  5.15362  0.14338  0.139
H  -5.07118  3.47843  -1.68145  0.127
H  -2.46442  0.07400  -1.98584  0.120
H  -4.08831  -0.89888  -3.20772  0.112
H  -5.67525  -1.17770  -5.26614  0.117
H  -6.86367  1.08024  -5.87114  0.087
H  -1.47119  5.22065  3.75361  0.141
I  -4.96262  -6.40898  3.27564  0.997
C  -3.92641  -4.79719  2.47786  -0.709
C  -3.70753  -4.73591  1.10300  -0.118
C  -2.99346  -3.68297  0.56846  0.010
C  -2.52279  -2.67198  1.40834  -0.148
C  -2.76019  -2.72573  2.78478  0.007
C  -3.45290  -3.79272  3.32006  -0.115
C  -1.77182  -1.56274  0.85092  -0.529
O  -1.53033  -0.51315  1.56555  -0.099
O  -1.28517  -1.56201  -0.33098  -0.041
H  -4.09579  -5.51164  0.45901  0.101
H  -2.80029  -3.63806  -0.49600  0.114
H  -2.40278  -1.93244  3.42764  0.126
H  -3.63176  -3.84539  4.38465  0.108
N  2.29593  2.08104  -5.05955  0.202
C  1.75800  1.76109  -3.88097  -0.270
C  1.06222  0.54599  -3.69818  0.019
C  0.52992  0.25326  -2.47758  -0.134
N  0.64091  1.08154  -1.41602  -0.147
C  1.29256  2.25034  -1.57396  -0.105
C  1.86181  2.61643  -2.75974  0.027
H  2.19305  1.47669  -5.85809  0.126
H  2.76866  2.95818  -5.19988  0.134
H  0.95813  -0.16377  -4.50849  0.124
H  0.00596  -0.68375  -2.30691  0.084
H  1.34203  2.90180  -0.71032  0.119
H  2.37800  3.56389  -2.83110  0.132
N  2.24305  0.07739  1.60000  0.028
C  3.00705  -0.86372  2.18712  -0.017
C  2.46552  -2.09248  1.88263  -0.001
C  1.35466  -1.80983  1.08563  -0.114
N  1.23492  -0.49686  0.91408  -0.136
H  2.41204  1.06846  1.53989  0.157
H  3.88161  -0.59115  2.75478  0.146
H  2.83174  -3.05886  2.18123  0.126
H  0.63906  -2.46554  0.61903  0.094
C  3.91588  -1.31145  -3.65405  -0.077
C  2.99219  -1.89694  -4.69012  -0.342
C  3.16759  -1.56584  -6.03209  -0.061
C  2.39134  -2.14104  -7.02873  -0.062
C  1.42126  -3.07621  -6.70202  -0.065
C  1.22483  -3.42106  -5.37282  -0.125
C  1.99270  -2.82810  -4.37040  -0.350
Sb  1.79520  -3.40455  -2.34328  1.565
C  0.06492  -4.60339  -2.18585  -0.366
C  -1.01349  -4.27545  -3.01208  -0.165
C  -2.13983  -5.08239  -3.04887  -0.087
C  -2.19729  -6.20533  -2.23527  -0.071
C  -1.15485  -6.49121  -1.36554  -0.038
C  -0.01062  -5.69848  -1.31260  -0.304
C  1.09722  -6.05857  -0.36050  -0.047
C  3.58683  -4.44862  -1.91467  -0.367
C  4.41322  -3.92240  -0.92716  -0.161
C  5.62473  -4.53112  -0.64161  -0.078
C  6.00168  -5.66277  -1.35116  -0.053
C  5.17672  -6.17736  -2.33840  -0.026
C  3.95310  -5.58337  -2.64675  -0.299
C  3.10332  -6.15874  -3.74702  -0.046
H  4.45895  -0.45592  -4.05649  0.082
H  4.65711  -2.04793  -3.33502  0.086
H  3.37579  -0.97910  -2.76326  0.038
H  3.95119  -0.86625  -6.30230  0.116
H  2.56089  -1.87511  -8.06379  0.114
H  0.83103  -3.54699  -7.47680  0.114
H  0.48314  -4.17155  -5.12863  0.089
H  -0.96915  -3.39792  -3.64850  0.085
H  -2.95954  -4.84487  -3.71470  0.109
H  -3.06074  -6.85749  -2.26935  0.115
H  -1.22506  -7.35522  -0.71517  0.122
H  0.71588  -6.67546  0.45179  0.088
H  1.56459  -5.17427  0.07955  0.054
H  1.88599  -6.62381  -0.86139  0.091
H  4.11438  -3.03202  -0.38369  0.069
H  6.27256  -4.12667  0.12479  0.107
H  6.94465  -6.14724  -1.13597  0.116
H  5.48346  -7.06106  -2.88482  0.123
H  3.26876  -7.23077  -3.84484  0.092
H  3.34906  -5.69974  -4.70736  0.094
H  2.03504  -6.01173  -3.56981  0.053

Atomic forces in eV per Å
Pt -0.60 -0.56 0.91
S 0.00 -0.01 -0.01
C 0.00 -0.01 -0.01
C -0.02 0.01 -0.01
C -0.03 0.03 0.01
C 0.04 -0.07 -0.02
C -0.01 -0.03 -0.05
C 0.46 -0.17 0.17
N 0.06 -0.84 -1.36
C -0.21 0.09 -0.09
C 0.09 0.07 0.18
C -0.04 -0.03 -0.08
C 0.07 0.00 0.06
C -0.03 0.01 -0.02
C -0.01 0.03 0.02
C -0.03 -0.01 -0.05
C -0.03 -0.07 0.05
N 0.24 -0.30 -0.12
C -0.05 0.13 -0.01
C 0.02 0.07 0.02
C -0.01 -0.07 -0.01
C 0.03 -0.03 0.03
C 0.01 0.04 0.03
S 0.00 0.00 -0.01
C -0.04 0.00 -0.10
H 0.00 0.00 0.00
H 0.00 0.00 0.00
H 0.00 0.00 0.01
H -0.06 0.03 0.00
H 0.00 -0.01 0.01
H 0.00 0.00 0.00
H -0.01 -0.01 0.00
H -0.02 0.01 -0.05
H 0.00 -0.01 -0.01
H 0.00 0.00 0.00
H 0.00 0.00 -0.01
H 0.00 -0.01 0.01
I 0.05 0.10 -0.03
C -0.08 -0.14 0.03
C 0.01 0.01 -0.07
C 0.03 -0.09 -0.10
C 0.18 0.20 -0.23
C -0.07 0.04 0.12
C 0.05 0.11 0.01
C -0.63 -0.59 0.78
O 0.00 0.19 0.04
O 0.86 1.66 -0.26
H 0.04 -0.02 -0.03
H 0.02 -0.06 -0.06
H 0.02 -0.02 0.02
H 0.00 -0.01 0.00
N -0.08 0.00 0.12
C 0.10 0.00 -0.15
C -0.13 -0.02 0.02
C 0.05 -0.15 -0.10
N -0.26 0.25 0.18
C 0.05 0.16 0.03
C -0.04 0.00 0.11
H 0.02 -0.06 0.00
H 0.01 0.00 0.00
H 0.00 0.01 0.02
H 0.07 0.00 -0.03
H 0.00 0.00 0.00
H 0.01 0.00 0.01
N 0.06 0.09 0.12
C 0.01 0.01 -0.11
C -0.05 0.16 -0.07
C 0.02 -0.26 -0.02
N -0.32 0.13 0.06
H 0.10 -0.04 -0.05
H 0.01 0.01 0.00
H -0.02 -0.01 0.00
H 0.10 -0.15 0.05
C 0.04 0.06 -0.08
C -0.03 -0.11 -0.08
C -0.02 0.09 -0.01
C 0.00 0.03 -0.04
C -0.09 0.02 -0.02
C 0.13 0.19 -0.09
C 0.04 -0.58 -0.13
Sb 0.04 1.52 1.27
C 0.16 -0.41 -0.39
C 0.01 -0.12 0.16
C -0.10 0.06 0.07
C -0.06 -0.02 0.05
C -0.09 0.04 0.08
C -0.14 0.06 -0.17
C -0.01 -0.05 -0.02
C -0.34 -0.37 -0.56
C -0.01 -0.08 -0.03
C 0.03 0.00 0.03
C 0.02 0.01 0.01
C -0.04 -0.05 -0.04
C 0.23 0.01 0.16
C -0.01 -0.04 0.02
H 0.02 -0.02 -0.03
H -0.02 0.01 0.04
H -0.01 -0.05 0.04
H 0.02 -0.01 -0.01
H 0.01 -0.01 -0.01
H 0.01 0.00 -0.02
H 0.05 -0.02 0.00
H 0.02 -0.02 -0.04
H -0.01 -0.02 -0.01
H 0.01 0.00 -0.02
H 0.00 -0.01 -0.01
H 0.00 -0.01 0.00
H 0.02 0.01 -0.02
H 0.02 0.03 0.01
H -0.02 0.02 -0.02
H 0.01 -0.01 0.00
H 0.00 0.00 0.00
H 0.02 0.00 0.01
H 0.04 0.00 -0.01
H -0.02 0.02 0.00
H 0.02 0.01 0.00

Calculated values
Charge: +3
LUMO energy (alpha / beta), eV: -10.4 / -10.4
F_max, hartree/bohr: 0.03856

=====

Results for relative energy (zero: lowest compared OMol25 entry of this formula, charge and spin): 31.1; 186.4 (in kJ/mol, following the order of the records).